A 7-piece molecular cluster, C28H55NO21S overall. Source: the OMol25 dataset; level of theory: ωB97M-V/def2-TZVPD.

Calculated values
Structure (SMILES): CCCCN[C@H]1OC(=O)O[C@H]1CSCC.COC(=O)OC.COC(=O)OC.COC(=O)OC.COC(=O)OC.COC(=O)OC.COC(=O)OC
HOMO-LUMO gap, eV: 9.490

Structure (ORCA input):
```
! RIJCOSX wB97M-V def2-TZVPD def2/J DEFGRID3
* xyz 0 1
C 4.4639 0.1874 -0.3933
C 3.8145 1.6846 -0.2418
C 3.0098 2.2329 -1.5606
C 1.9396 1.1753 -2.2135
N 0.5473 1.6130 -1.8162
C -0.4728 0.5012 -1.9083
O -0.8564 -0.0562 -3.2138
C -0.2921 -1.4454 -3.2795
O -0.3533 -2.2331 -4.3580
O 0.3233 -1.8653 -1.9765
C -0.2765 -0.8824 -1.0514
C 0.2015 -0.8291 0.5155
S -1.0816 0.1863 1.4929
C -0.1332 1.4939 2.4983
C 0.3851 2.7169 1.5012
H 4.1289 -0.5179 0.5068
H 5.6444 0.3056 -0.2678
H 4.2459 -0.3126 -1.4286
H 4.7126 2.4503 -0.0611
H 3.1922 1.6953 0.7575
H 3.8075 2.5472 -2.3717
H 2.4565 3.2282 -1.2251
H 2.1794 0.0443 -2.0265
H 2.0066 1.3273 -3.3958
H 0.2522 2.4671 -2.3766
H -1.4179 0.9864 -1.3824
H -1.3941 -1.2891 -0.9471
H 1.2877 -0.4317 0.6944
H 0.1854 -1.9573 0.9053
H 0.8268 1.0317 3.0337
H -0.7874 2.0062 3.3258
H 1.0718 2.2092 0.7007
H 1.0478 3.5169 2.0659
H -0.4916 3.2568 0.9379
C 6.2276 -3.2731 -3.5015
O 5.1493 -4.1747 -3.7439
C 4.0815 -3.6136 -4.3654
O 3.9857 -2.4473 -4.7139
O 3.1385 -4.5752 -4.5319
C 1.9494 -4.1252 -5.1781
H 7.0261 -3.8279 -3.0013
H 6.6206 -2.8789 -4.4443
H 5.9093 -2.4588 -2.8427
H 2.1713 -3.7652 -6.1879
H 1.4600 -3.3450 -4.5862
H 1.2662 -4.9752 -5.2586
C -5.1636 5.0458 5.8972
O -5.3643 4.9268 4.4901
C -4.3106 4.3975 3.8187
O -3.2547 4.0343 4.3128
O -4.6352 4.3425 2.5023
C -3.6124 3.8026 1.6678
H -6.0681 5.4798 6.3321
H -5.0026 4.0615 6.3488
H -4.3235 5.7139 6.1122
H -3.3894 2.7687 1.9502
H -2.7102 4.4212 1.7136
H -3.9797 3.8061 0.6378
C 3.8162 1.6104 -10.0926
O 4.1566 0.2419 -9.8791
C 4.5323 -0.0482 -8.6078
O 4.5955 0.7435 -7.6804
O 4.8255 -1.3717 -8.5473
C 5.2393 -1.8228 -7.2592
H 3.5317 1.7282 -11.1418
H 2.9626 1.8974 -9.4701
H 4.6765 2.2577 -9.8945
H 4.4425 -1.6730 -6.5234
H 6.1566 -1.3128 -6.9478
H 5.4475 -2.8941 -7.3270
C -7.3689 -1.5336 1.1880
O -7.2244 -0.1528 0.8611
C -7.1685 0.6726 1.9367
O -7.2304 0.3306 3.1072
O -7.0319 1.9446 1.4842
C -6.9591 2.9289 2.5137
H -7.4026 -2.1005 0.2536
H -6.5118 -1.8837 1.7723
H -8.3046 -1.7064 1.7293
H -6.0856 2.7573 3.1510
H -7.8785 2.9347 3.1080
H -6.8508 3.9077 2.0383
C 8.6071 -6.4322 2.1394
O 8.1395 -7.2614 1.0773
C 7.6952 -6.5800 -0.0088
O 7.6698 -5.3655 -0.1325
O 7.2840 -7.4841 -0.9334
C 6.7870 -6.9060 -2.1387
H 8.9376 -7.0815 2.9548
H 9.4604 -5.8296 1.8117
H 7.8010 -5.7929 2.5136
H 7.5676 -6.3224 -2.6376
H 5.9081 -6.2857 -1.9356
H 6.4872 -7.7195 -2.8051
C -8.1745 1.9262 6.7046
O -8.3482 3.1245 7.4583
C -8.5046 2.9276 8.7918
O -8.5066 1.8478 9.3619
O -8.6585 4.1402 9.3810
C -8.8345 4.0872 10.7953
H -8.0590 2.2022 5.6529
H -7.2702 1.3976 7.0231
H -9.0542 1.2812 6.7966
H -7.9567 3.6450 11.2774
H -9.7408 3.5287 11.0509
H -8.9476 5.1118 11.1604
*
```

Löwdin population analysis, charges in e, atoms 1 to 6:
1 C -0.146
2 C -0.263
3 C -0.193
4 C -0.203
5 N -0.031
6 C -0.275



C28H56AgF12N2O12 as an isolated structure. Source: the OMol25 dataset; level of theory: ωB97M-V/def2-TZVPD.

Calculated values
HOMO-LUMO gap, eV: 7.488
ΔE to the lowest compared entry with this formula, charge and spin, eV: 0.0000

Structure (ORCA input):
```
! RIJCOSX wB97M-V def2-TZVPD def2/J DEFGRID3
* xyz -1 1
Ag -0.7603 0.0837 -0.5288
C -2.3160 -2.0669 -3.0692
O -2.0268 -3.4636 -3.3562
O -1.8582 -1.7491 -1.9068
C -1.7019 -1.2605 -4.2115
F -1.7409 0.0503 -3.9540
F -0.4184 -1.5725 -4.4534
F -2.3966 -1.4476 -5.3654
C -2.8650 -4.0882 -4.2974
C -2.8235 -5.6100 -4.0448
H -1.7822 -5.9380 -4.0125
H -3.2970 -5.8106 -3.0842
H -3.2945 -6.1274 -4.8805
H -2.4613 -3.9358 -5.3059
H -3.9080 -3.7657 -4.2349
H -3.4149 -1.9148 -3.0986
C -0.4217 -1.4220 2.7059
O -1.2708 -1.4591 3.8615
O -0.9826 -0.8288 1.7172
C 0.9332 -0.8915 3.2002
F 1.6206 -1.8391 3.8884
F 1.7205 -0.4517 2.2381
F 0.7876 0.1520 4.0738
C -1.5798 -2.6987 4.3824
C -2.5440 -2.5055 5.5253
H -3.0101 -3.4858 5.6894
H -2.0695 -2.1634 6.4372
H -3.3512 -1.8646 5.1745
H -0.6565 -3.1903 4.7177
H -2.0213 -3.3506 3.6162
H -0.1526 -2.4958 2.4737
C 2.6837 0.9700 -0.5919
O 3.1022 2.2483 -1.1547
O 1.5714 0.6226 -1.0863
C 3.8307 -0.0622 -0.7702
F 3.4482 -1.1548 -1.4540
F 4.9199 0.4231 -1.4033
F 4.2406 -0.5231 0.4317
C 3.9266 3.0308 -0.3747
C 4.1647 4.3553 -1.0796
H 3.2312 4.8082 -1.4184
H 4.8012 5.0240 -0.5019
H 4.7220 4.1324 -1.9978
H 4.9270 2.5892 -0.2148
H 3.5302 3.2091 0.6429
H 2.6421 1.1220 0.5222
C -2.2741 2.5398 -1.5052
O -1.0528 3.2247 -1.7726
O -2.2278 1.9719 -0.3478
C -3.5177 3.3905 -1.7365
F -4.6264 2.7048 -1.4538
F -3.5522 4.5387 -1.0089
F -3.6291 3.7765 -3.0384
C -0.8326 3.7523 -3.0546
C 0.6479 4.0202 -3.1934
H 1.2732 3.1667 -2.9099
H 0.8757 4.2174 -4.2457
H 0.9957 4.8500 -2.5689
H -1.3574 4.7008 -3.2139
H -1.0957 3.0250 -3.8310
H -2.3875 1.7501 -2.2920
C 1.0228 -5.8976 2.7776
O 0.2244 -5.1070 1.9447
C -0.0993 -5.7467 0.7554
C -0.9339 -4.8234 -0.0746
N -0.5364 -3.4146 -0.0327
H -1.1838 -2.9036 -0.7752
H -0.7275 -3.0213 0.8987
C 0.8661 -3.0304 -0.3937
C 1.4097 -3.5303 -1.6917
O 1.4611 -4.9547 -1.6830
C 2.4990 -5.4943 -2.4694
H 1.9370 -6.2338 2.2653
H 0.4547 -6.7641 3.1518
H 1.3538 -5.3387 3.6485
H -0.6828 -6.6446 0.9965
H 0.8298 -5.9817 0.2338
H -2.0088 -4.9283 0.0924
H -0.9154 -5.1114 -1.1251
H 1.4969 -3.3543 0.4328
H 0.7271 -1.9592 -0.4186
H 2.3949 -3.0780 -1.8229
H 0.7505 -3.2199 -2.5124
H 2.4502 -5.1961 -3.5299
H 2.4613 -6.5767 -2.3855
H 3.4873 -5.1200 -2.1494
C -1.3391 7.0474 0.8987
O -0.6917 5.8621 1.2698
C -0.1112 5.2037 0.1622
C 0.5511 3.9682 0.6416
N -0.3918 3.0898 1.3942
H -1.0217 3.7831 1.8336
H -1.0210 2.6036 0.7074
C 0.1384 2.2203 2.4781
C 0.5409 3.0284 3.7015
O -0.1667 4.2239 3.6909
C 0.3998 5.2484 4.4488
H -2.0353 6.9080 0.0649
H -0.6022 7.8212 0.6433
H -1.9020 7.3969 1.7639
H 0.6191 5.8288 -0.3724
H -0.8941 4.9623 -0.5658
H 1.4322 4.1346 1.2669
H 0.9629 3.3660 -0.1795
H 0.9728 1.7278 1.9754
H -0.6176 1.4604 2.6654
H 1.6264 3.1871 3.6392
H 0.3376 2.3833 4.5603
H 1.2078 5.7223 3.8801
H 0.7302 4.9410 5.4436
H -0.3810 5.9991 4.5808
*
```

Löwdin population analysis, charges in e, atoms 1 to 6:
1 Ag 0.789
2 C -0.502
3 O -0.101
4 O -0.172
5 C -0.561
6 F 0.135



A 8-piece molecular cluster, C28H56O12 overall. Source: the OMol25 dataset; level of theory: ωB97M-V/def2-TZVPD.

Calculated values
Structure (SMILES): CCOC(C)=O.CCOC(C)=O.CCOC(C)=O.CCOC(C)=O.CC(C)=O.CC(C)=O.CC(C)=O.CC(C)=O
HOMO-LUMO gap, eV: 9.594
ΔE to the lowest compared entry with this formula, charge and spin, eV: 13.4143

Structure (ORCA input):
```
! RIJCOSX wB97M-V def2-TZVPD def2/J DEFGRID3
* xyz 0 1
C -48.5035 -62.4465 43.5608
C -49.7299 -63.1483 42.9928
O -50.6728 -62.1908 42.7508
C -51.8989 -62.6042 42.3055
C -52.7108 -61.4285 41.9246
O -52.3089 -63.7775 42.3170
H -48.4228 -61.5401 42.9428
H -47.5109 -62.8923 43.6975
H -48.4123 -61.9062 44.5445
H -49.3958 -63.7064 42.0693
H -50.1265 -63.7625 43.5673
H -52.6778 -61.1518 40.7910
H -52.6340 -60.6034 42.4227
H -53.6020 -61.8300 42.0904
C -47.7669 -67.9907 39.9508
C -47.9608 -68.1256 41.4443
O -49.2404 -67.5831 41.8429
C -49.5821 -67.6398 43.1304
C -51.0388 -67.0717 43.3402
O -48.9592 -68.1070 44.0515
H -48.6027 -68.3038 39.4352
H -46.7548 -68.2892 39.6022
H -47.7225 -66.9925 39.6347
H -47.8245 -69.1177 41.7148
H -47.1188 -67.8148 42.0257
H -51.3019 -66.2182 42.6198
H -51.2265 -67.0749 44.3159
H -51.4650 -67.8610 42.9773
C -43.6218 -65.7254 37.4495
C -43.4524 -64.8267 38.6649
O -43.0420 -63.4973 38.2393
C -43.1928 -62.3694 39.0749
C -42.6724 -61.0892 38.3539
O -43.7948 -62.3774 40.1492
H -42.7574 -66.2149 37.0199
H -44.1828 -65.2448 36.6149
H -44.0377 -66.6164 37.9186
H -44.4637 -64.7465 39.1837
H -42.5625 -65.3348 39.1738
H -43.2360 -60.9551 37.2980
H -41.6839 -61.3212 37.9578
H -42.9849 -60.2993 39.0778
C -44.7671 -59.0965 42.1213
C -44.2589 -60.5586 42.5084
O -44.5602 -60.6810 43.8718
C -43.9951 -61.7141 44.5101
C -44.6597 -61.9253 45.8554
O -43.0952 -62.4321 44.1193
H -45.7876 -58.8771 42.2960
H -44.6418 -58.7614 41.1093
H -44.2234 -58.2469 42.6152
H -44.9004 -61.2174 41.8748
H -43.2199 -60.5911 42.2606
H -44.5122 -62.8300 46.2524
H -45.8272 -61.8220 45.7127
H -44.2947 -61.1313 46.4914
C -42.7211 -65.2417 42.5459
C -44.1548 -65.6862 42.5813
C -45.2608 -64.8329 42.9612
O -44.4576 -66.9823 41.9763
H -42.8745 -64.1710 42.2432
H -42.0808 -65.8247 41.9801
H -42.4536 -64.9652 43.6210
H -46.1462 -65.2474 42.8096
H -45.2018 -64.0573 42.1307
H -45.2048 -64.6028 43.9294
C -45.9407 -65.4364 47.3882
C -47.3631 -65.5065 46.8679
C -48.1827 -66.7075 47.3780
O -47.7936 -64.5000 45.9542
H -45.6112 -66.3448 47.1368
H -45.8715 -65.2403 48.4510
H -45.1692 -64.7901 46.8323
H -48.7703 -66.2123 47.9644
H -47.8005 -67.6834 47.7079
H -48.6326 -67.0140 46.4698
C -41.7384 -64.4406 46.9506
C -42.6275 -64.7101 48.0786
C -42.5806 -66.0358 48.8195
O -43.4850 -63.6821 48.4622
H -41.9083 -63.5590 46.4480
H -41.6830 -65.4204 46.4828
H -40.8788 -64.3581 47.6244
H -42.4769 -66.9112 48.0916
H -43.3567 -66.1872 49.5290
H -41.5891 -66.1164 49.4606
C -39.4684 -64.6689 44.2722
C -38.8818 -65.5867 45.3643
C -37.8540 -65.0206 46.3410
O -39.4231 -66.7568 45.6535
H -38.7450 -64.1713 43.8014
H -40.1325 -64.1207 44.5263
H -40.0725 -65.1012 43.5809
H -38.1957 -64.1444 46.9564
H -37.0612 -64.7476 45.7355
H -37.6984 -65.7505 47.2145
*
```

Löwdin population analysis, charges in e, atoms 1 to 6:
1 C -0.063
2 C -0.244
3 O 0.006
4 C -0.448
5 C 0.039
6 O 0.080



A 3-piece molecular cluster, C28H57ClN2O4P overall. Source: the OMol25 dataset; level of theory: ωB97M-V/def2-TZVPD.

Calculated values
HOMO-LUMO gap, eV: 6.870
ΔE to the lowest compared entry with this formula, charge and spin, eV: 4.0091

Structure (ORCA input):
```
! RIJCOSX wB97M-V def2-TZVPD def2/J DEFGRID3
* xyz 1 1
C 4.8418 -1.4585 0.4147
C 5.1957 -0.4942 -0.8461
C 5.2206 1.0760 -0.4204
C 3.7535 1.5358 0.0293
C 3.7434 2.7802 1.0717
C 2.6449 2.5785 2.2356
C 1.2938 3.4277 2.0194
C 0.7384 3.4445 0.5167
C -0.8071 3.0756 0.3431
C -1.3580 1.8593 1.2143
C -0.3697 0.6244 1.4285
C -0.8047 -0.7270 0.6885
C -0.0593 -1.1253 -0.6459
C 1.0937 -0.2667 -1.3153
C 0.6814 -0.0155 -2.8740
C -0.5568 -2.4745 -1.2063
C -1.6699 -3.2821 -0.5133
P -2.2502 -4.9259 -1.2818
O -3.6606 -5.4381 -0.4813
Cl -2.8733 -4.3357 -3.2424
N -2.2279 -2.7997 0.6824
N -1.7923 -1.6469 1.1382
O -2.3598 -1.2627 2.3243
C -3.8073 -1.3971 2.2978
C -4.5490 -0.6346 1.0939
C -4.8951 0.9105 1.4045
H 3.7089 -1.6419 0.4220
H 5.3304 -2.4957 0.3001
H 5.1977 -0.9491 1.3779
H 6.2258 -0.7472 -1.2611
H 4.4049 -0.6413 -1.6670
H 5.4931 1.6433 -1.3759
H 6.0272 1.2311 0.3713
H 3.2201 1.9001 -0.9272
H 3.1187 0.6540 0.4156
H 4.7943 2.9317 1.5241
H 3.5478 3.7385 0.4613
H 3.1570 2.9278 3.2094
H 2.4446 1.4472 2.3180
H 0.5115 3.1043 2.8034
H 1.5648 4.5119 2.3096
H 1.3376 2.8047 -0.2237
H 0.8619 4.5283 0.1386
H -1.0488 2.9370 -0.7733
H -1.4079 4.0087 0.6662
H -1.7394 2.2220 2.2283
H -2.2905 1.4508 0.6682
H -0.3850 0.3733 2.5557
H 0.7213 0.8023 1.1661
H 1.2111 0.7658 -0.8590
H 2.0846 -0.8444 -1.2746
H 1.1347 -0.7854 -3.5796
H -0.4569 0.0252 -2.9638
H 1.1371 1.0050 -3.1414
H -0.0984 -2.8979 -2.1625
H -3.5339 -6.2980 -0.0256
H -4.1784 -2.4850 2.3966
H -4.1859 -0.8869 3.2619
H -5.5690 -1.1635 0.9766
H -4.0309 -0.7842 0.0751
H -4.4500 1.5383 0.5532
H -4.4901 1.2252 2.4357
H -6.0277 1.1240 1.4123
C 10.1746 -2.0576 -3.4728
C 8.6962 -2.3152 -3.2338
O 7.8556 -1.2595 -3.6817
C 7.9139 -0.9513 -5.0687
C 7.5309 -2.1158 -5.9655
H 10.4849 -1.1301 -2.9821
H 10.7732 -2.8822 -3.0776
H 10.4049 -1.9581 -4.5347
H 8.5259 -2.4127 -2.1587
H 8.3846 -3.2635 -3.6826
H 8.9046 -0.5636 -5.3276
H 7.2093 -0.1315 -5.2338
H 8.2075 -2.9641 -5.8467
H 7.5557 -1.8112 -7.0145
H 6.5226 -2.4660 -5.7268
C -11.0015 0.1343 1.8798
C -9.5803 0.6724 1.8743
O -9.4367 1.9048 2.5664
C -9.7777 1.8965 3.9468
C -8.9484 0.9266 4.7708
H -11.6879 0.8645 1.4412
H -11.0594 -0.7933 1.3045
H -11.3531 -0.0784 2.8906
H -9.2803 0.8596 0.8402
H -8.8773 -0.0680 2.2703
H -10.8483 1.7028 4.0697
H -9.6040 2.9112 4.3148
H -9.0884 -0.1074 4.4497
H -9.2258 0.9909 5.8256
H -7.8835 1.1577 4.6745
*
```

Löwdin population analysis, charges in e, atoms 1 to 6:
1 C -0.125
2 C -0.241
3 C -0.203
4 C -0.225
5 C -0.189
6 C -0.204



| no. | DFT total energy (eV) | E_HOMO (eV) | lowest unoccupied orbital energy (Ha) |
| --- | --- | --- | --- |
| 1 | -85244.8497 | -9.12 | 0.0135 |
| 2 | -94102.1599 | -5.13 | 0.0865 |
| 3 | -54501.1805 | -9.19 | 0.0147 |
| 4 | -62927.9509 | -11.18 | -0.1584 |